Molecular formula: C8H16O2
Method: DFT, wB97M-V/def2-TZVPD

Geometry as XYZ:
```
26
Properties=species:S:1:pos:R:3:forces:R:3
C -2.122 -0.321 1.574 0.3 0.1 -0.2
C -1.736 -0.604 0.332 -0.1 0.5 0.1
C -1.861 -1.973 -0.263 0.2 0.0 0.1
C -1.292 0.567 -0.548 -1.6 0.0 0.3
C -1.290 0.306 -2.032 0.6 0.3 0.0
O -1.183 1.687 -0.092 0.4 -0.4 -0.1
H -2.063 0.689 1.945 0.0 0.2 0.0
H -2.478 -1.076 2.255 -0.1 -0.2 0.0
H -2.578 -1.984 -1.082 0.0 0.0 -0.1
H -2.199 -2.679 0.492 0.0 0.0 0.0
H -0.900 -2.310 -0.650 0.0 -0.1 -0.1
H -0.997 1.211 -2.559 0.0 0.0 0.0
H -0.592 -0.494 -2.269 0.0 -0.1 -0.1
H -2.283 0.006 -2.361 -0.1 -0.1 0.1
C 2.118 1.238 -0.686 -0.3 -0.5 0.0
C 1.746 0.111 0.273 -1.0 0.0 0.2
C 1.555 0.646 1.689 -0.1 -0.2 -0.3
O 2.686 -0.944 0.245 0.3 -0.3 -0.1
H 1.316 1.969 -0.723 0.0 0.1 0.0
H 2.295 0.847 -1.686 0.0 0.0 -0.1
H 3.026 1.738 -0.349 0.1 0.0 0.1
H 0.763 -0.384 -0.009 1.3 0.5 0.0
H 1.329 -0.171 2.373 0.0 -0.1 0.0
H 2.456 1.153 2.033 0.1 0.1 0.0
H 0.720 1.342 1.696 0.0 0.2 0.1
H 3.562 -0.573 0.404 -0.1 0.0 0.0
```
Positions in Å, forces in eV/Å.

ΔE to the lowest compared entry with this formula, charge and spin in kcal/mol: 37.5
SMILES: C=C(C)C(C)=O.CC(C)O
Orbital gap in eV: 10.23
LUMO level in eV: 0.436

Molecular formula: C8H16O2
Method: DFT, wB97M-V/def2-TZVPD

Geometry as XYZ:
```
26
Properties=species:S:1:pos:R:3:forces:R:3
C -0.987 1.774 0.983 -2.1 -0.1 -0.6
C -1.364 1.109 -0.147 0.5 1.2 0.5
C -1.514 1.851 -1.441 0.0 -0.1 -0.2
C -1.589 -0.365 -0.218 0.7 -0.1 0.8
C -0.441 -1.136 0.467 1.8 -0.2 -0.5
O -0.624 -1.164 1.854 -0.1 0.1 0.5
C 1.168 -0.659 0.255 -2.5 -1.2 -0.7
C 1.471 -0.253 -1.185 0.1 0.0 0.4
C 2.001 -1.881 0.653 0.0 0.4 0.0
O 1.404 0.358 1.160 -1.7 3.0 0.4
H -1.193 1.334 1.952 0.5 -0.3 0.0
H -1.009 2.857 0.986 0.4 0.1 -0.2
H -0.911 1.406 -2.245 -0.2 0.0 0.2
H -1.238 2.896 -1.349 0.0 0.1 0.0
H -2.563 1.785 -1.757 0.1 0.0 0.0
H -2.514 -0.631 0.311 0.1 0.0 -0.1
H -1.666 -0.691 -1.246 -0.1 0.0 -0.3
H -0.465 -2.163 0.082 -0.1 0.0 0.1
H 0.089 -0.612 2.232 -0.2 -0.2 -0.1
H 2.552 -0.162 -1.305 0.0 0.0 0.0
H 1.034 0.712 -1.422 -0.1 0.1 0.0
H 1.112 -0.996 -1.890 -0.1 -0.1 -0.1
H 1.985 -2.635 -0.137 0.0 0.1 0.0
H 3.030 -1.560 0.822 0.0 -0.1 0.0
H 1.620 -2.327 1.570 0.0 0.0 0.0
H 0.614 1.154 1.015 2.7 -2.8 0.2
```
Positions in Å, forces in eV/Å.

ΔE to the lowest compared entry with this formula, charge and spin in kcal/mol: 52.3
SMILES: C=C(C)C[C@H](O)C(C)(C)O
Orbital gap in eV: 10.06
LUMO level in eV: 0.816

Molecular formula: C8H16O2
Method: DFT, wB97M-V/def2-TZVPD

Geometry as XYZ:
```
26
Properties=species:S:1:pos:R:3:forces:R:3
C 26.578 -5.150 -10.766 0.6 0.4 -0.3
C 26.060 -5.334 -12.205 0.1 -0.6 1.1
C 27.337 -5.041 -13.007 -0.8 -0.5 -0.6
O 28.229 -4.328 -12.172 0.2 0.5 0.0
C 27.537 -3.965 -10.999 -0.8 -0.3 0.9
H 27.219 -5.975 -10.446 -0.2 -0.2 0.0
H 25.802 -4.979 -10.023 0.0 0.1 0.0
H 25.192 -4.684 -12.306 0.3 0.3 -0.6
H 25.721 -6.356 -12.380 -0.1 0.0 -0.1
H 27.111 -4.527 -13.946 0.2 0.3 0.1
H 27.781 -6.004 -13.274 0.2 0.1 0.0
H 26.965 -3.035 -11.097 0.0 0.1 -0.3
H 28.205 -3.823 -10.151 0.4 -0.1 -0.3
C 25.743 -9.819 -11.028 0.0 -0.3 -0.3
C 24.262 -9.630 -11.277 -0.8 -0.5 -0.2
C 23.711 -9.361 -9.879 0.2 0.6 -0.4
O 24.502 -10.194 -9.050 -0.1 0.0 0.3
C 25.795 -10.473 -9.635 -1.0 1.2 -0.3
H 26.247 -8.851 -10.999 0.0 0.0 0.0
H 26.163 -10.380 -11.864 0.3 -0.2 0.3
H 23.777 -10.564 -11.585 0.4 -0.1 -0.1
H 24.084 -8.932 -12.096 -0.2 0.4 0.4
H 22.663 -9.626 -9.740 0.0 -0.2 -0.1
H 23.771 -8.296 -9.611 0.4 -0.1 0.1
H 25.874 -11.555 -9.618 0.6 0.0 0.0
H 26.524 -9.907 -9.055 0.3 -0.7 0.3
```
Positions in Å, forces in eV/Å.

ΔE to the lowest compared entry with this formula, charge and spin in kcal/mol: 51.5
SMILES: C1CCOC1.C1CCOC1
Orbital gap in eV: 10.46
LUMO level in eV: 0.839

Molecular formula: C8H16O2S3
Method: DFT, wB97M-V/def2-TZVPD

Geometry as XYZ:
```
29
Properties=species:S:1:pos:R:3:forces:R:3
C -3.065 -1.568 2.185 0.1 0.4 -0.1
C -2.752 -2.481 0.992 -0.3 0.4 -0.1
C -1.846 -1.855 -0.085 0.2 0.2 0.1
C -0.461 -1.471 0.426 -0.3 0.3 0.4
C -0.882 1.635 -2.141 -0.2 -0.1 0.2
C 0.160 1.590 -1.073 0.0 0.2 0.5
C 1.458 1.714 -1.320 -0.1 0.0 0.1
C 4.618 1.644 0.837 -0.3 0.0 -0.1
H -3.509 -0.603 1.887 0.1 -0.4 -0.1
H -2.159 -1.315 2.746 -0.1 -0.2 0.0
H -3.770 -2.039 2.869 0.1 -0.1 0.0
H -3.687 -2.808 0.507 0.2 0.1 0.2
H -2.261 -3.382 1.359 0.1 -0.1 0.0
H -1.754 -2.578 -0.896 0.1 0.0 0.0
H 0.196 -1.099 -0.354 0.0 -0.1 -0.3
H -0.518 -0.669 1.177 -0.1 -0.3 -0.1
H 0.006 -2.335 0.891 0.1 -0.1 0.1
H -0.425 1.942 -3.086 -0.2 -0.1 0.0
H -1.702 2.334 -1.895 0.4 -0.3 -0.1
H -0.175 1.489 -0.029 0.2 0.0 -0.6
H 1.898 1.863 -2.303 -0.2 0.0 0.0
H 4.446 2.701 1.038 0.0 0.0 -0.1
H 4.119 1.027 1.588 0.1 0.0 -0.1
H 5.681 1.421 0.804 0.0 0.0 -0.1
O 2.384 1.738 -0.288 0.5 -0.2 -0.3
O 4.470 2.276 -1.726 -0.5 -0.8 0.8
S -2.754 -0.427 -0.814 0.2 0.0 -0.2
S -1.653 -0.007 -2.508 -0.1 0.3 0.2
S 3.935 1.261 -0.789 0.1 1.0 -0.2
```
Positions in Å, forces in eV/Å.

ΔE to the lowest compared entry with this formula, charge and spin in kcal/mol: 0.0
Orbital gap in eV: 9.10
LUMO level in eV: 0.664

Molecular formula: C8H16O5P
Method: DFT, wB97M-V/def2-TZVPD

Geometry as XYZ:
```
30
Properties=species:S:1:pos:R:3:forces:R:3
C 3.370 -2.027 1.344 -1.7 -0.8 0.6
O 4.189 -0.853 1.311 -0.1 0.1 -0.4
P 3.736 0.450 0.476 -1.6 -0.2 -1.8
O 4.660 1.577 0.731 -0.9 -0.6 0.2
O 3.823 -0.128 -1.050 1.7 -0.1 1.8
C 3.385 0.617 -2.157 -1.2 0.4 0.3
O 2.147 0.705 0.618 2.7 0.3 0.7
C 0.897 0.019 0.055 -0.9 1.6 2.9
O 1.060 -0.775 -0.809 0.4 -2.2 -2.9
C -0.166 0.464 0.775 -0.1 -0.8 -0.2
C -1.616 0.121 0.544 1.3 0.3 -0.4
C -1.829 -1.392 0.204 0.3 1.8 0.6
C -2.390 0.529 1.854 -0.6 -0.9 -1.8
C -2.000 1.000 -0.720 -0.8 -1.4 0.8
H 3.138 -2.202 2.461 0.4 0.0 -1.7
H 3.856 -3.005 0.905 -0.6 2.2 0.6
H 2.366 -1.794 0.826 1.6 -0.8 0.6
H 2.259 0.619 -1.940 1.4 0.7 -1.5
H 3.680 0.000 -3.008 -0.5 0.1 -0.2
H 3.898 1.620 -2.303 -0.7 -1.0 0.6
H -0.013 1.063 1.606 0.7 1.2 1.2
H -1.032 -1.933 0.671 0.4 -0.6 0.1
H -2.747 -1.623 0.683 -1.1 -0.8 0.2
H -1.871 -1.577 -0.858 0.1 -0.1 -0.3
H -3.422 0.300 1.604 -0.7 0.8 0.0
H -2.203 1.550 2.128 -0.2 0.7 -0.2
H -2.296 -0.033 2.769 1.0 -0.7 0.1
H -1.170 0.874 -1.414 0.0 0.2 0.0
H -2.889 0.532 -1.219 0.2 1.0 0.4
H -2.085 2.053 -0.412 -0.3 -0.3 -0.4
```
Positions in Å, forces in eV/Å.

Net charge: -1
ΔE to the lowest compared entry with this formula, charge and spin in kcal/mol: 0.0
SMILES: COP(=O)(OC)O/C([O-])=C/C(C)(C)C
Orbital gap in eV: 6.60
LUMO level in eV: 3.394

Molecular formula: C8H16O5Pt
Method: DFT, wB97M-V/def2-TZVPD

Geometry as XYZ:
```
30
Properties=species:S:1:pos:R:3:forces:R:3
O 1.930 -1.109 -1.267 3.4 1.3 -3.6
C 2.093 -0.048 -1.941 0.1 -3.2 -1.3
C 0.922 0.516 -2.668 0.6 1.5 0.3
O -0.267 -0.022 -2.117 -0.3 3.7 -4.1
C -1.471 0.577 -2.618 -1.3 0.6 -0.5
Pt 0.052 -1.394 -0.913 -1.6 -7.4 -1.8
H 3.089 0.166 -2.358 0.0 0.4 0.8
H 2.266 0.652 -0.020 -0.7 -2.2 1.9
H 0.997 0.277 -3.742 0.2 0.0 0.2
H 0.942 1.613 -2.557 -0.2 -0.1 -0.2
H -2.312 -0.037 -2.281 0.2 0.1 -0.1
H -1.563 1.597 -2.225 0.1 -0.3 0.0
H -1.433 0.598 -3.713 0.0 -0.1 0.2
O -3.305 -1.107 2.766 1.1 0.3 -0.9
C -2.514 -0.773 1.923 -1.3 0.0 0.6
C -1.213 -1.524 1.708 -0.8 -1.3 1.2
O -0.379 -0.867 0.753 -1.3 1.8 6.3
C 0.503 0.141 1.287 0.1 1.6 0.4
C 1.942 -0.159 0.892 1.4 3.1 1.0
O 2.730 0.253 1.953 -1.3 -0.4 0.2
C 4.004 -0.338 2.053 1.2 -0.3 0.0
H -2.711 0.070 1.221 0.1 -0.1 0.1
H -0.681 -1.651 2.661 0.0 0.0 -0.3
H -1.450 -2.528 1.328 0.1 0.2 0.0
H 0.392 0.179 2.377 0.1 -0.1 -0.3
H 0.187 1.104 0.869 -0.2 -0.2 0.2
H 2.022 -1.248 0.723 0.7 0.6 -0.3
H 4.714 0.166 1.376 -0.1 -0.1 0.3
H 4.312 -0.238 3.100 0.1 0.2 -0.4
H 4.013 -1.413 1.816 -0.3 0.2 0.0
```
Positions in Å, forces in eV/Å.

Net charge: +2
Multiplicity: 3
Orbital gap (alpha / beta) in eV: 7.48 / 6.85
LUMO level (alpha / beta) in eV: -9.277 / -9.947
Expectation value of S²: 2.004

Molecular formula: C8H16P
Method: DFT, wB97M-V/def2-TZVPD

Geometry as XYZ:
```
25
Properties=species:S:1:pos:R:3:forces:R:3
C 0.269 1.223 -0.909 -3.8 0.8 0.7
C 1.323 0.577 -1.173 0.5 -0.7 0.6
C -0.830 0.898 0.173 -0.4 -3.6 -1.7
C 0.786 -0.516 2.236 1.9 -1.9 -0.5
C -0.471 2.299 -1.692 2.2 1.4 -3.2
C 2.580 -0.001 -1.516 1.5 5.8 -0.2
C -2.161 -0.977 1.894 -0.2 -4.2 -4.1
C -0.125 -1.950 -0.105 -0.8 1.6 0.9
P -0.518 -0.640 1.137 -1.7 -0.8 -2.5
H -0.921 1.606 0.913 -0.3 2.3 1.4
H -1.902 0.710 -0.301 2.3 0.6 0.8
H 1.535 -1.396 2.154 -1.2 1.8 0.6
H 1.045 0.429 2.660 0.3 0.2 0.5
H -1.042 1.861 -2.592 0.3 0.6 1.8
H 0.326 2.947 -2.247 -1.4 -0.9 1.0
H -1.022 2.971 -1.017 -0.1 -0.4 -0.6
H 3.240 0.269 -0.684 0.2 -1.1 0.1
H 3.088 0.699 -2.311 -0.9 -1.3 0.7
H 2.512 -0.941 -1.868 0.2 -3.3 -0.9
H -3.009 -0.591 1.295 0.7 0.1 0.5
H -2.050 -0.619 2.814 -0.4 1.5 4.0
H -2.332 -2.161 1.925 0.6 2.6 0.2
H -1.031 -2.036 -0.747 1.3 1.0 -0.8
H -0.229 -2.903 0.287 0.4 -1.9 1.6
H 0.940 -1.759 -0.327 -1.0 -0.2 -1.1
```
Positions in Å, forces in eV/Å.

Net charge: +1
ΔE to the lowest compared entry with this formula, charge and spin in kcal/mol: 56.5
Orbital gap (alpha / beta) in eV: 9.95 / 5.14
LUMO level (alpha / beta) in eV: -3.305 / -5.757

Molecular formula: C8H17AlF6NNaO11S4
Method: DFT, wB97M-V/def2-TZVPD

Geometry as XYZ:
```
49
Properties=species:S:1:pos:R:3:forces:R:3
Na 1.240 0.136 1.362 -0.1 -0.2 0.0
Al -4.067 -2.493 4.769 -0.1 0.0 -0.1
C 0.849 3.215 -1.851 -2.3 2.2 0.0
F 1.522 4.327 -2.071 0.5 -1.3 0.0
F 0.600 3.139 -0.507 0.2 -0.5 -1.4
F -0.360 3.408 -2.536 2.5 -1.6 1.5
S 1.730 1.571 -2.394 -1.1 -1.9 -3.8
O 0.908 0.432 -1.995 0.7 1.6 0.7
O 2.039 1.615 -3.848 -0.3 0.8 4.3
N 3.072 1.480 -1.278 -2.8 0.7 -0.7
S 4.376 1.771 -2.084 3.7 0.7 -1.0
O 4.673 0.674 -2.995 -0.5 1.3 1.0
O 4.412 3.153 -2.574 -0.3 -2.0 0.9
C 5.613 1.572 -0.641 1.5 0.2 1.9
F 6.835 1.784 -1.126 -1.2 0.1 0.2
F 5.409 2.428 0.463 -0.1 -1.7 -2.7
F 5.568 0.294 -0.187 -0.5 1.4 -0.5
O -1.787 -0.469 1.839 0.8 0.2 -0.3
H -1.654 -0.244 0.898 -0.5 -0.2 0.1
O -5.687 1.479 1.752 -0.7 1.4 -0.9
S -6.342 2.330 0.758 -0.7 -0.9 -2.0
O -7.759 2.147 0.429 2.5 0.8 1.4
O -5.988 3.894 0.938 -0.9 0.0 0.4
C -4.695 4.241 1.439 2.0 0.4 0.3
C -4.028 5.602 0.857 -1.9 -1.7 0.3
C -5.529 2.197 -0.855 -0.1 -0.3 -0.1
H -4.047 3.374 1.308 0.3 0.0 -0.6
H -4.748 4.252 2.527 -0.3 0.6 0.1
H -4.558 6.410 1.362 0.4 0.2 -0.1
H -4.198 5.690 -0.216 -0.3 -0.1 0.0
H -2.945 5.642 0.970 -0.2 -0.2 0.6
H -5.999 2.907 -1.535 -0.3 -0.1 0.3
H -5.704 1.186 -1.224 0.1 0.0 0.1
H -4.471 2.458 -0.861 0.0 -0.3 0.5
O 2.605 -3.897 1.800 -0.5 -0.1 -0.2
S 1.547 -4.873 1.730 -2.1 -0.9 0.6
O 0.205 -4.504 2.286 3.3 -1.1 -1.5
O 1.252 -5.330 0.140 -3.1 2.8 5.6
C 2.259 -5.746 -0.617 3.0 -0.1 -2.8
C 3.330 -4.628 -1.057 -0.4 -1.0 -0.8
C 2.253 -6.480 2.436 -1.3 0.9 -0.3
H 1.626 -6.156 -1.404 1.0 0.1 -1.1
H 2.698 -6.643 -0.178 0.7 0.1 0.0
H 3.983 -5.072 -1.808 0.4 -0.5 0.4
H 3.919 -4.138 -0.281 -0.1 -0.7 0.3
H 3.005 -3.792 -1.676 -1.2 0.0 0.2
H 1.478 -7.245 2.386 0.0 0.1 -0.6
H 2.425 -6.385 3.508 0.4 0.6 -0.2
H 3.138 -6.713 1.843 -0.1 0.0 0.3
```
Positions in Å, forces in eV/Å.

Net charge: +2
ΔE to the lowest compared entry with this formula, charge and spin in kcal/mol: 90.9
Orbital gap in eV: 1.90
LUMO level in eV: -13.022

Ordered E_tot results: -464.869943, -464.846424, -464.847629, -1659.420836, -1032.079096, -808.934146, -655.309464, -3793.039298; unit a.u..